Below is a molecular structure, C22H45GdN2P3Se2 at a distorted geometry, with properties calculated with the ωB97M-V functional and the def2-TZVPD basis.

Cartesian coordinates (Å):
1 Gd -0.84 -0.13 -0.42
2 P -1.48 -2.59 0.57
3 P 1.85 -0.75 1.70
4 P 1.31 -1.38 -1.88
5 H -3.37 1.33 -2.46
6 C -2.74 0.44 -2.54
7 C -1.38 0.41 -2.50
8 H -0.70 1.28 -2.33
9 C -2.78 -2.13 1.76
10 C -0.59 -3.91 1.40
11 C -2.40 -3.39 -0.78
12 C 3.21 0.38 2.22
13 C 0.91 -0.73 3.27
14 C 2.77 -2.32 1.95
15 C 1.10 -1.29 -3.71
16 C 1.46 -3.19 -1.66
17 C 3.06 -0.84 -1.78
18 H -3.27 -0.39 -3.02
19 H -0.89 -0.52 -2.86
20 H -3.31 -1.21 1.48
21 H -2.35 -1.98 2.76
22 H -3.48 -2.98 1.76
23 H -0.21 -3.57 2.37
24 H 0.25 -4.27 0.79
25 H -1.33 -4.71 1.54
26 H -2.92 -2.68 -1.44
27 H -3.13 -4.01 -0.25
28 H -1.72 -4.00 -1.39
29 H 3.80 -0.10 3.01
30 H 2.79 1.32 2.58
31 H 3.86 0.57 1.34
32 H 1.59 -1.03 4.09
33 H 0.05 -1.41 3.21
34 H 0.53 0.29 3.43
35 H 3.34 -2.22 2.89
36 H 3.47 -2.48 1.10
37 H 2.08 -3.17 2.00
38 H 1.89 -1.91 -4.17
39 H 1.18 -0.25 -4.04
40 H 0.12 -1.67 -4.00
41 H 2.10 -3.57 -2.47
42 H 0.48 -3.68 -1.71
43 H 1.93 -3.42 -0.69
44 H 3.61 -1.34 -2.59
45 H 3.50 -1.12 -0.81
46 H 3.16 0.24 -1.90
47 C 1.19 3.09 -2.78
48 C -0.04 3.56 -3.24
49 C -0.32 3.64 -4.60
50 C 0.64 3.22 -5.53
51 C 1.84 2.68 -5.08
52 C 2.13 2.59 -3.71
53 Se 1.47 3.45 -0.90
54 H 2.87 3.15 -1.22
55 H -0.79 3.86 -2.50
56 H -1.27 4.05 -4.92
57 H 0.44 3.32 -6.60
58 H 2.56 2.31 -5.80
59 H 3.08 2.19 -3.35
60 C -0.03 3.41 2.41
61 N -1.02 2.67 3.17
62 C -1.02 2.53 4.55
63 C -2.09 1.79 4.89
64 N -2.74 1.45 3.71
65 C -3.97 0.72 3.64
66 C -2.04 1.93 2.63
67 Se -2.48 1.67 0.84
68 H -0.41 3.64 1.41
69 H 0.89 2.82 2.31
70 H 0.20 4.33 2.97
71 H -0.25 3.00 5.14
72 H -2.46 1.47 5.85
73 H -3.81 -0.36 3.79
74 H -4.65 1.07 4.44
75 H -4.44 0.86 2.66

Properties
- 2S+1: 8
- Orbital gap (spin up / spin down): 5.830 / 4.080 eV
- Net charge: +3
- HOMO level (spin up / spin down): -15.7 / -15.6 eV

---

Below is 3 unconnected molecules or ions with the total composition C22H45IN3O5P at a distorted geometry, with properties calculated with the ωB97M-V functional and the def2-TZVPD basis.

Cartesian coordinates (Å):
1 C -0.55 -1.01 4.08
2 C 0.35 0.22 4.12
3 C -0.15 1.33 5.04
4 N -0.95 2.34 4.34
5 C -2.31 2.46 4.47
6 O -3.00 3.26 3.82
7 O -2.85 1.58 5.37
8 P -4.44 1.11 5.06
9 O -4.17 -0.17 4.15
10 I -4.63 -0.15 7.17
11 H -0.14 -1.81 4.68
12 H -1.54 -0.79 4.44
13 H -0.66 -1.38 3.07
14 H 0.49 0.61 3.12
15 H 1.33 -0.07 4.49
16 H 0.70 1.84 5.46
17 H -0.71 0.92 5.86
18 H -0.69 2.44 3.38
19 H -3.86 0.08 3.26
20 C -1.62 -1.56 -1.64
21 C -2.59 -1.38 -0.46
22 C -4.03 -1.23 -0.96
23 C -4.31 0.12 -1.61
24 C -3.91 1.27 -0.69
25 C -2.46 1.16 -0.20
26 N -2.22 -0.20 0.37
27 O -2.64 -0.31 1.57
28 C -1.48 1.46 -1.34
29 C -2.21 2.19 0.88
30 C -2.47 -2.63 0.41
31 H -0.60 -1.29 -1.37
32 H -1.61 -2.60 -1.95
33 H -1.90 -0.98 -2.52
34 H -4.71 -1.37 -0.12
35 H -4.23 -2.04 -1.66
36 H -3.79 0.19 -2.57
37 H -5.37 0.19 -1.84
38 H -4.03 2.23 -1.20
39 H -4.58 1.29 0.17
40 H -0.46 1.22 -1.04
41 H -1.51 2.52 -1.59
42 H -1.69 0.92 -2.26
43 H -2.93 2.13 1.69
44 H -2.28 3.20 0.47
45 H -1.21 2.07 1.30
46 H -1.46 -2.73 0.82
47 H -2.68 -3.50 -0.21
48 H -3.18 -2.63 1.23
49 C 5.21 0.84 -1.56
50 C 3.89 0.14 -1.19
51 C 4.13 -1.35 -0.94
52 C 4.38 -2.14 -2.22
53 C 3.27 -1.90 -3.25
54 C 3.04 -0.42 -3.54
55 N 2.86 0.33 -2.26
56 O 1.67 0.20 -1.80
57 C 4.20 0.15 -4.37
58 C 1.78 -0.26 -4.37
59 C 3.38 0.80 0.08
60 H 5.03 1.77 -2.09
61 H 5.76 1.08 -0.65
62 H 5.87 0.22 -2.16
63 H 3.25 -1.77 -0.44
64 H 4.97 -1.45 -0.26
65 H 5.36 -1.89 -2.65
66 H 4.43 -3.21 -1.98
67 H 3.50 -2.41 -4.18
68 H 2.34 -2.34 -2.87
69 H 4.11 1.23 -4.46
70 H 4.16 -0.27 -5.38
71 H 5.18 -0.09 -3.98
72 H 0.91 -0.72 -3.91
73 H 1.93 -0.73 -5.34
74 H 1.55 0.80 -4.54
75 H 3.16 1.85 -0.08
76 H 4.15 0.72 0.85
77 H 2.48 0.31 0.46

Properties
- 2S+1: 3
- Orbital gap (spin up / spin down): 9.109 / 9.001 eV
- Net charge: 0
- HOMO level (spin up / spin down): -8.6 / -8.9 eV

---

no.,E (Eh)
1,-7566.3885
2,-2044.7524